Density functional theory data (wB97M-V/def2-TZVPD) for 2 unconnected molecules or ions with the total composition C6H12N2S in a non-equilibrium geometry.

Structure (XYZ):
```
21
Properties=species:S:1:pos:R:3:forces:R:3:lowdin_charge:R:1
S -0.830803 -2.670376 2.873010 -1.22 1.84 -0.55 0.6139
C -0.851007 -2.747587 1.025533 0.67 1.69 0.23 -0.6338
C 2.348739 2.397487 0.623621 0.77 -0.24 -0.06 -0.0538
H 2.286258 1.760595 1.508665 -0.55 -0.31 -0.22 0.0750
H -1.254901 2.466475 -2.189048 -0.63 0.08 0.40 0.1053
H -2.471102 -1.281134 0.421845 1.18 -0.24 0.24 0.0763
C -2.150253 -2.345842 0.398235 -2.72 -0.17 -0.93 -0.2272
C 1.404441 0.949928 -1.223798 -0.80 -0.27 -3.21 -0.0639
H 0.024792 0.339485 -2.810107 -0.09 -0.09 0.00 0.1250
C -0.447242 2.088790 -1.592991 1.06 -1.07 -2.06 -0.2063
H -3.080849 -2.772463 0.795509 0.46 -0.62 0.40 0.0642
N 0.287607 1.005872 -2.110941 0.21 1.84 3.29 0.0516
H -0.189457 -1.960295 0.602517 0.38 -0.78 0.62 0.0619
H 3.375463 2.223231 0.266873 -0.16 0.62 0.17 0.0806
H 2.164466 3.387564 0.997352 0.34 0.65 -0.09 0.0666
C 1.417014 2.101155 -0.493919 -1.21 -2.22 1.12 -0.3596
H -1.593453 -1.444986 2.948839 1.18 -1.79 -0.04 -0.0870
N 0.194357 2.710726 -0.659653 0.11 1.08 0.00 0.0803
H -0.439584 -3.728778 0.785497 -0.41 0.06 -0.20 0.0593
H 2.035557 0.134172 -1.498061 0.94 -0.10 0.65 0.1011
H -2.230043 -2.614018 -0.668979 0.50 0.04 0.21 0.0704
```
Positions in Å, forces in eV/Å.

Calculated values
HOMO energy: -8.717 eV
Maximum force: 0.07342 hartree/bohr
SMILES string: Cc1c[nH]cn1.CCS
Total charge: 0
ΔE to the lowest compared entry with this formula, charge and spin: 116.37 kJ/mol
HOMO-LUMO gap: 0.34434 hartree


Density functional theory data (wB97M-V/def2-TZVPD) for a molecular structure, C6H12N2Si in a non-equilibrium geometry.

Structure (XYZ):
```
21
Properties=species:S:1:pos:R:3:forces:R:3:lowdin_charge:R:1
H -4.003917 0.279935 -1.696618 0.39 -0.55 -0.16 0.0967
H 2.409039 -0.127747 1.921115 -0.63 -0.22 -0.70 0.0628
C 1.725073 0.205645 -1.541734 1.26 1.37 1.39 -0.1145
H -0.050094 -0.181705 2.503458 -0.36 -0.04 0.96 -0.0516
H 3.299828 0.958842 -0.107402 -1.70 -0.16 -0.07 0.1215
H -1.933035 -1.569097 -1.112354 -0.41 0.62 0.23 0.1011
C 2.227885 0.552991 -0.120009 -0.98 0.93 0.80 -0.3546
N -1.531989 -0.170206 0.485263 -0.51 0.92 -0.87 -0.1656
C 2.076911 -0.554611 0.934032 -1.61 0.69 0.68 -0.3234
H 2.362263 -0.569414 -1.900969 0.22 -0.56 -0.90 0.0628
C -2.249979 -0.638132 -0.619438 0.40 -0.77 -1.05 -0.1727
H 1.734325 1.127615 -2.144030 0.19 -0.57 -0.08 0.0831
C -3.228309 0.285353 -0.938559 -0.37 -2.14 -1.52 -0.2086
H 0.716662 -0.101315 -1.448027 -1.12 -0.60 -0.18 0.0249
C -2.236582 1.032475 0.693747 0.91 1.85 3.77 -0.2648
H 2.709070 -1.426800 0.854795 -0.15 -0.59 -0.65 0.0436
H -0.134191 -2.448910 1.132982 -0.21 1.38 0.32 -0.0257
H -2.088141 1.678216 1.634420 0.28 -1.22 -1.64 0.1306
H 1.401682 1.264264 0.288794 2.04 -0.03 -0.76 0.1057
Si 0.045751 -0.906375 1.270434 0.57 -0.48 -1.13 0.8017
N -3.252249 1.308980 -0.089907 1.77 0.18 1.54 0.0469
```
Positions in Å, forces in eV/Å.

Calculated values
HOMO energy: -8.553 eV
Maximum force: 0.08357 hartree/bohr
Total charge: 0
ΔE to the lowest compared entry with this formula, charge and spin: 281.53 kJ/mol
HOMO-LUMO gap: 0.33044 hartree


Density functional theory data (wB97M-V/def2-TZVPD) for a single C6H12N2Si molecule in a non-equilibrium geometry.

Structure (XYZ):
```
21
Properties=species:S:1:pos:R:3:forces:R:3:lowdin_charge:R:1
H -2.573829 -1.239507 0.919370 0.06 -0.86 0.09 0.0834
H 0.703686 2.317805 -0.290034 0.10 -1.17 0.39 0.0852
C 0.383074 -0.550836 -2.268378 -0.70 -1.39 2.99 -0.1661
C 0.906265 1.426150 0.379360 -2.29 0.11 0.36 -0.3385
Si -0.022509 -0.168384 -0.282578 5.08 -1.85 -1.52 0.5566
H -0.524529 -1.154577 -2.493817 0.57 0.55 -0.45 0.0101
H 0.245236 1.660050 1.269718 0.50 -0.14 -0.69 0.0687
H -0.237734 -1.876538 1.470078 -0.11 -0.66 0.59 -0.0225
H 1.285625 -1.202036 -2.429791 -0.79 0.95 0.23 0.0290
H 2.399114 2.562759 1.306728 0.34 -1.21 0.02 0.0824
H 2.698509 0.741188 1.583149 -0.74 0.71 -0.23 0.0711
H 3.066849 1.500745 0.078901 -0.02 -0.01 -0.38 0.0555
H 1.546066 -1.616926 1.221045 -1.69 -0.69 -0.92 0.0434
C 2.328591 1.523686 0.874858 0.95 0.54 0.45 -0.1963
C 0.530298 -1.862287 0.713436 0.84 3.31 -0.01 -0.1643
N -1.631760 0.261156 -0.256545 -7.50 -2.05 2.00 -0.0316
H 0.402283 0.412241 -2.718094 0.05 0.49 -0.87 -0.0167
H 0.546623 -2.737633 0.082866 0.05 -0.17 -0.02 0.0019
C -2.708377 -0.399669 0.271247 4.07 3.88 -1.29 -0.1287
N -5.244704 0.290945 0.257703 1.48 -0.01 0.27 0.1520
C -4.098768 0.111663 0.310776 -0.24 -0.34 -0.99 -0.1745
```
Positions in Å, forces in eV/Å.

Calculated values
HOMO energy: -9.633 eV
Maximum force: 0.15620 hartree/bohr
SMILES string: CC[Si](C)(C)/N=C/C#N
Total charge: 0
ΔE to the lowest compared entry with this formula, charge and spin: 281.30 kJ/mol
HOMO-LUMO gap: 0.31239 hartree